Here is a 10-piece molecular cluster, C41H62BN9O overall from the OMol25 dataset. Energies are from the ωB97M-V functional and the def2-TZVPD basis.

As for the multiplicity: 1. The calculation puts the relative energy (zero: lowest compared OMol25 entry of this formula, charge and spin) at 3.0 kcal/mol. The energy is -59631.53904 eV. The value obtained for the HOMO energy is -7.1 eV. The orbital gap comes out at 3.0805 eV.

Last column: Löwdin charge in e.
Cartesian coordinates (Å):
1 C 34.641 11.235 35.715  -0.0218
2 C 33.071 11.660 35.348  -0.4154
3 C 32.338 10.248 35.457  -0.0916
4 C 30.839 10.553 35.513  -0.2039
5 C 30.468 11.403 36.696  -0.1307
6 C 31.255 12.794 36.662  -0.4114
7 N 32.645 12.581 36.385  0.0183
8 O 33.506 13.338 36.868  0.2065
9 C 31.119 13.449 38.098  0.0079
10 C 30.729 13.796 35.672  -0.0028
11 C 33.206 12.241 33.964  -0.0061
12 H 34.997 10.227 35.090  0.1596
13 H 34.879 10.999 36.859  0.1044
14 H 35.298 12.102 35.638  0.0582
15 H 32.545 9.668 36.377  0.1092
16 H 32.500 9.603 34.482  0.1729
17 H 30.212 9.563 35.988  0.1965
18 H 30.318 10.971 34.798  0.0428
19 H 30.785 10.815 37.524  0.0876
20 H 29.365 11.546 37.018  0.1712
21 H 31.204 14.528 38.082  0.0829
22 H 31.960 13.175 38.739  0.0746
23 H 30.237 13.539 38.637  0.0594
24 H 31.095 14.719 35.751  0.0315
25 H 29.534 14.006 35.751  0.1746
26 H 30.949 13.509 34.545  0.1169
27 H 33.532 13.252 33.918  0.0939
28 H 32.107 11.921 33.486  0.1630
29 H 33.975 11.831 33.480  0.0357
30 B 33.310 11.117 40.419  -0.4595
31 H 32.960 10.719 39.453  -0.0956
32 H 34.215 11.860 40.160  -0.0395
33 H 32.474 11.642 41.030  -0.0392
34 H 33.785 10.164 40.899  -0.0442
35 N 31.578 6.472 41.316  -0.0181
36 C 32.987 6.535 41.200  -0.1057
37 C 33.351 5.137 41.157  -0.1169
38 C 32.115 4.381 41.224  -0.1223
39 C 30.999 5.271 41.238  -0.1137
40 H 31.107 7.335 41.433  0.0585
41 H 33.731 7.359 41.357  0.1037
42 H 34.509 4.860 40.941  0.1277
43 H 31.855 3.420 41.533  0.0509
44 H 29.996 5.189 41.434  0.0811
45 N 32.442 15.766 43.598  -0.0555
46 C 32.521 17.049 43.115  -0.0731
47 C 32.771 17.042 41.613  -0.0022
48 C 32.924 15.573 41.404  -0.0641
49 C 32.748 14.809 42.738  -0.1441
50 H 32.138 15.770 44.560  0.1635
51 H 32.268 17.770 43.737  0.0463
52 H 32.470 17.781 40.994  0.0388
53 H 33.140 15.147 40.440  0.0204
54 H 32.758 13.640 42.973  0.1610
55 N 35.998 12.153 41.947  -0.0511
56 C 37.038 11.156 42.158  -0.1012
57 C 37.735 11.537 43.401  -0.0590
58 C 37.083 12.927 43.820  -0.0364
59 C 35.971 13.199 42.814  -0.1226
60 H 35.189 12.092 41.354  0.0187
61 H 37.269 10.276 41.539  0.0865
62 H 38.685 11.006 43.667  0.0779
63 H 37.258 13.352 44.717  0.0065
64 H 35.249 14.020 42.906  0.0850
65 N 36.165 15.774 38.376  -0.0089
66 C 36.207 17.082 37.934  -0.1205
67 C 34.909 17.771 38.214  -0.0491
68 C 34.045 16.674 38.821  -0.0909
69 C 34.862 15.381 38.902  -0.0612
70 H 36.908 15.178 38.232  0.0998
71 H 37.019 17.414 37.436  0.0543
72 H 34.801 18.829 37.798  0.0947
73 H 33.051 16.818 38.959  0.0191
74 H 34.511 14.311 39.035  0.0908
75 N 29.995 15.125 42.188  -0.0162
76 C 28.850 15.905 42.548  -0.1153
77 C 27.633 15.200 42.049  -0.1124
78 C 28.094 13.904 41.423  -0.0602
79 C 29.619 14.015 41.495  -0.1248
80 H 30.921 15.395 42.336  0.0134
81 H 28.897 16.975 43.104  0.1295
82 H 26.549 15.489 42.065  0.0785
83 H 27.440 13.185 40.991  0.0470
84 H 30.283 13.219 41.219  0.0737
85 N 35.452 9.038 38.502  -0.0598
86 C 34.513 8.296 37.932  -0.1694
87 C 35.202 7.306 37.002  -0.0434
88 C 36.770 7.637 37.001  0.0008
89 C 36.753 8.819 38.095  -0.0874
90 H 35.253 9.641 39.280  0.0969
91 H 33.478 8.322 38.345  0.1114
92 H 34.581 6.681 36.493  0.0107
93 H 37.691 7.185 36.553  0.0588
94 H 37.466 9.417 38.572  0.0573
95 N 34.112 10.888 44.266  -0.0067
96 C 33.893 11.477 45.452  -0.1349
97 C 32.725 10.744 46.173  -0.0517
98 C 32.248 9.654 45.204  -0.0350
99 C 33.160 9.949 43.965  -0.0937
100 H 34.741 11.214 43.598  0.0659
101 H 34.413 12.373 45.713  0.0737
102 H 32.431 10.928 47.286  0.0894
103 H 31.494 9.130 45.340  -0.0431
104 H 33.273 9.422 42.972  0.0842
105 N 30.439 9.301 41.325  -0.0394
106 C 30.067 9.174 42.720  -0.0838
107 C 28.744 8.441 42.779  -0.0280
108 C 28.359 8.299 41.266  -0.0824
109 C 29.387 8.934 40.470  -0.1457
110 H 31.248 9.917 41.046  0.0943
111 H 30.558 9.755 43.565  0.0847
112 H 28.221 8.087 43.665  0.0618
113 H 27.688 7.639 40.827  0.0385
114 H 29.565 8.939 39.397  0.0882

Here is C11H24Cl21Hg2O2 as an isolated structure from the OMol25 dataset. Energies are from the ωB97M-V functional and the def2-TZVPD basis.

As for the multiplicity: 1. The energy is -287213.48114 eV. The value obtained for the HOMO energy is -6.3 eV. The charge is -1. The orbital gap comes out at 7.0957 eV.

Last column: natural (NBO) charge in e.
Cartesian coordinates (Å):
1 Hg -14.718 -18.803 7.258  1.4362
2 Hg -13.457 -17.987 3.935  1.4235
3 C -11.456 -19.333 6.445  -0.2261
4 O -12.725 -19.154 5.885  -1.0348
5 H -10.967 -18.362 6.523  0.1378
6 H -11.493 -19.773 7.441  0.1528
7 H -10.805 -19.958 5.835  0.1290
8 C -16.154 -16.607 5.181  -0.2497
9 O -14.859 -17.078 5.522  -1.0010
10 H -16.804 -17.440 4.912  0.1727
11 H -16.578 -16.123 6.061  0.1542
12 H -16.151 -15.878 4.370  0.1455
13 Cl -15.056 -19.922 2.837  -0.7535
14 Cl -13.746 -18.068 9.602  -0.7885
15 Cl -16.118 -20.974 6.446  -0.7552
16 C -6.887 -16.124 7.756  -0.3381
17 Cl -8.718 -16.049 7.449  -0.0673
18 Cl -6.095 -14.565 7.225  -0.0474
19 H -6.843 -16.222 8.841  0.2254
20 H -6.464 -17.010 7.283  0.2274
21 C -11.188 -15.643 11.688  -0.3814
22 Cl -11.450 -14.008 11.006  -0.0397
23 Cl -9.625 -15.847 12.543  -0.0511
24 H -11.914 -15.889 12.463  0.2231
25 H -11.327 -16.330 10.854  0.2526
26 C -11.702 -25.814 6.508  -0.3892
27 Cl -11.222 -26.645 8.027  -0.0594
28 Cl -13.417 -25.380 6.593  0.0021
29 H -11.106 -24.921 6.317  0.2254
30 H -11.449 -26.541 5.736  0.2159
31 C -14.073 -22.295 9.528  -0.4222
32 Cl -12.605 -22.581 8.571  -0.0519
33 Cl -14.289 -23.388 10.870  -0.0254
34 H -14.206 -21.280 9.904  0.2426
35 H -14.825 -22.401 8.746  0.2553
36 C -8.516 -23.685 7.684  -0.3726
37 Cl -8.156 -25.370 7.028  -0.0730
38 Cl -9.357 -22.784 6.439  -0.0195
39 H -9.172 -23.787 8.548  0.2409
40 H -7.609 -23.134 7.934  0.2283
41 C -10.455 -14.626 3.972  -0.3872
42 Cl -11.915 -15.631 3.961  -0.0443
43 Cl -9.373 -15.061 2.634  -0.0217
44 H -10.715 -13.577 3.828  0.2229
45 H -10.009 -14.687 4.965  0.2397
46 C -9.775 -20.169 9.899  -0.3907
47 Cl -8.629 -21.393 10.421  -0.0530
48 Cl -9.854 -18.817 11.089  -0.0346
49 H -9.418 -19.926 8.898  0.2271
50 H -10.764 -20.622 9.826  0.2445
51 C -7.366 -20.679 4.587  -0.4101
52 Cl -6.721 -19.629 3.339  -0.0313
53 Cl -7.424 -19.850 6.125  -0.0281
54 H -8.391 -20.929 4.315  0.2389
55 H -6.699 -21.529 4.729  0.2261
56 C -10.651 -19.932 1.785  -0.3842
57 Cl -11.042 -21.073 3.060  0.0197
58 Cl -11.536 -18.397 2.064  -0.0414
59 H -9.578 -19.750 1.839  0.2303
60 H -10.998 -20.286 0.814  0.2336

Question: orbital gap of number 2 (C11H24Cl21Hg2O2)?
Answer: 7.0957 eV

Question: Look up the multiplicity of the second one.
Answer: 1

Question: The highest orbital gap belongs to which entry?
Answer: C11H24Cl21Hg2O2

Question: What is the orbital gap in the first record?
Answer: 3.0805 eV